[1]
This record from the OMol25 dataset describes an isolated molecule of C3H6N2S at a distorted geometry. The level of theory is wB97M-V/def2-TZVPD.

The geometry in XYZ format:
```
12
Properties=species:S:1:pos:R:3
H 3.26 1.14 0.03
N 2.22 1.18 -0.01
C 1.79 0.03 0.00
N 0.43 -0.34 0.00
C -0.71 0.44 0.01
C -1.96 -0.41 -0.02
S -0.77 2.06 0.00
H 2.45 -0.91 0.01
H 0.23 -1.32 -0.03
H -1.79 -1.49 0.00
H -2.59 -0.22 0.88
H -2.57 -0.16 -0.86
```

Calculated values
Total energy = -625.5866 hartree
E_HOMO = -8.038 eV
E_LUMO = 0.510 eV
Energy relative to the best compared isomer or geometry (same formula, charge and spin) = 92.8 kJ/mol

natural (NBO) atomic charge list, values in e, 6 entries:
1 H 0.3497
2 N -0.6129
3 C 0.2736
4 N -0.6122
5 C 0.0829
6 C -0.6755


[2]
This record from the OMol25 dataset describes an isolated molecule of C3H6N2S at a distorted geometry. The level of theory is wB97M-V/def2-TZVPD.

The geometry in XYZ format:
```
12
Properties=species:S:1:pos:R:3
H 0.47 2.61 2.06
N -0.01 2.27 1.17
N -0.16 1.06 1.28
C -0.63 0.56 -0.04
C 0.29 -0.54 -0.43
C -1.88 -0.06 0.11
S -3.08 -0.17 -0.97
H -0.45 1.40 -0.77
H -0.28 -1.45 -0.42
H 1.07 -0.76 0.30
H 0.66 -0.42 -1.39
H -2.00 -0.64 1.06
```

Calculated values
Total energy = -625.5081 hartree
E_HOMO = -8.764 eV
E_LUMO = -0.189 eV
Energy relative to the best compared isomer or geometry (same formula, charge and spin) = 299.0 kJ/mol

natural (NBO) atomic charge list, values in e, 6 entries:
1 H 0.3153
2 N -0.3150
3 N -0.0974
4 C -0.2536
5 C -0.5887
6 C -0.2394


[3]
This record from the OMol25 dataset describes the ion C3H6N2S with charge +2 at a distorted geometry. The level of theory is wB97M-V/def2-TZVPD.

The geometry in XYZ format:
```
12
Properties=species:S:1:pos:R:3
C -2.75 -1.28 0.01
N -1.63 -0.91 -0.10
C -0.73 0.04 -0.10
S -1.45 1.50 -0.02
C 0.74 -0.29 -0.01
N 1.71 0.82 -0.03
H -3.79 -1.56 0.27
H 1.04 -0.82 -0.87
H 1.00 -0.77 0.91
H 1.92 1.28 -0.97
H 2.56 0.44 0.35
H 1.38 1.55 0.55
```

Calculated values
Total energy = -624.8204 hartree
E_HOMO = -18.905 eV
E_LUMO = -11.066 eV
Total charge = +2
Energy relative to the best compared isomer or geometry (same formula, charge and spin) = 98.0 kJ/mol

natural (NBO) atomic charge list, values in e, 6 entries:
1 C 0.5883
2 N -0.2874
3 C -0.0856
4 S 0.4123
5 C -0.2751
6 N -0.6473


[4]
This record from the OMol25 dataset describes a cluster of 2 separate species, C3H6N2S2 in total at a distorted geometry. The level of theory is wB97M-V/def2-TZVPD.

The geometry in XYZ format:
```
13
Properties=species:S:1:pos:R:3
C -0.40 1.41 -1.87
C 0.56 -0.57 -0.26
C 1.31 -1.22 0.92
N -1.72 -0.73 1.33
N -2.00 0.35 1.26
S -2.57 1.74 1.14
S 0.27 1.05 -0.46
H -0.13 0.86 -2.80
H -0.48 2.51 -1.75
H 0.72 -1.21 -1.16
H 1.01 -0.67 1.88
H 2.45 -1.30 0.86
H 0.98 -2.23 0.92
```

Calculated values
Total energy = -1023.6376 hartree
E_HOMO (alpha / beta) = -7.483 / -7.462 eV
E_LUMO (alpha / beta) = -0.057 / -0.048 eV
Energy relative to the best compared isomer or geometry (same formula, charge and spin) = 434.1 kJ/mol

natural (NBO) atomic charge list, values in e, 6 entries:
1 C -0.8719
2 C -0.5669
3 C -0.6349
4 N 0.0365
5 N -0.1562
6 S 0.1280


[5]
This record from the OMol25 dataset describes an isolated molecule of C3H6N2S3 at a distorted geometry. The level of theory is wB97M-V/def2-TZVPD.

The geometry in XYZ format:
```
14
Properties=species:S:1:pos:R:3
S -2.42 0.28 0.55
C -0.69 0.38 -0.09
N 0.15 0.78 1.06
S 1.70 1.09 0.61
N 2.17 -0.50 0.37
C 1.16 -1.37 -0.31
S -0.07 -2.24 0.67
C -0.22 -0.93 -0.68
H -2.58 -1.04 0.11
H -0.84 1.30 -0.74
H -0.16 1.69 1.41
H 2.70 -0.97 1.11
H 1.68 -1.84 -1.16
H -0.70 -1.21 -1.57
```

Calculated values
Total energy = -1421.9024 hartree
E_HOMO = -8.193 eV
E_LUMO = 0.617 eV
Energy relative to the best compared isomer or geometry (same formula, charge and spin) = 252.4 kJ/mol

natural (NBO) atomic charge list, values in e, 6 entries:
1 S -0.0522
2 C -0.1833
3 N -0.8097
4 S 0.5804
5 N -0.8119
6 C -0.1656


[6]
This record from the OMol25 dataset describes the ion C3H6N3 with charge +1 at a distorted geometry. The level of theory is wB97M-V/def2-TZVPD.

The geometry in XYZ format:
```
12
Properties=species:S:1:pos:R:3
C -2.25 -0.62 0.02
N -1.28 0.00 -0.01
C -0.71 1.31 -0.03
N 0.52 1.40 -0.07
C 1.38 0.29 0.00
N 0.66 -1.03 0.02
H -3.03 -1.49 -0.01
H -1.35 2.10 0.17
H 2.22 0.47 -0.72
H 1.73 0.51 1.11
H 1.39 -1.53 0.44
H 0.72 -1.43 -0.91
```

Calculated values
Total energy = -281.7857 hartree
E_HOMO = -14.982 eV
E_LUMO = -4.980 eV
Total charge = +1
Energy relative to the best compared isomer or geometry (same formula, charge and spin) = 347.1 kJ/mol

natural (NBO) atomic charge list, values in e, 6 entries:
1 C 0.4249
2 N -0.2415
3 C 0.1818
4 N -0.2603
5 C -0.1240
6 N -0.8126